Below is 7 unconnected molecules or ions with the total composition C10H30O9 at a distorted geometry, with properties calculated with ωB97M-V with the def2-TZVPD basis set.

CARTESIAN COORDINATES (ANGSTROEM)
H -18.52644 2.09054 9.54374
H -19.05471 6.57383 0.20441
H -18.08667 6.39061 2.28626
H -21.62936 2.59120 -0.03877
H -15.53546 4.28968 8.20322
H -20.46680 5.57380 2.69931
H -16.38718 -1.03370 1.33754
H -15.23135 6.49661 6.47154
H -22.30231 6.69587 1.78079
O -18.78303 2.21386 -0.20213
C -17.50207 2.21130 9.17884
H -18.22980 3.86297 3.10410
H -19.86399 2.63178 1.49420
H -19.38962 4.77780 0.35360
O -18.71029 5.69398 2.06043
H -22.59366 0.21024 -0.46303
C -17.65739 4.21568 4.90288
O -21.33941 5.34071 3.04586
H -23.27675 5.37016 2.37911
C -21.90418 0.49267 0.33502
O -17.83924 3.33404 3.80873
H -17.31025 1.29455 8.61160
H -22.11122 5.07153 1.09690
H -17.38517 3.61010 5.77034
C -15.94900 -0.09516 1.68413
H -21.31986 -0.37462 0.63707
H -17.48206 3.04326 8.47115
H -18.60938 4.68300 5.17504
C -18.75665 5.61463 0.62461
O -16.56471 2.41996 10.21517
H -15.59694 0.44758 0.80467
C -19.27202 2.00872 -1.44880
C -19.76801 1.82504 0.77054
O -16.93351 0.67404 2.38923
H -15.10864 -0.28790 2.34452
O -14.96124 4.82280 7.64585
O -18.69405 2.24516 -2.45472
C -22.27627 5.62552 2.03041
H -17.26681 1.35340 1.79711
H -16.83811 4.91132 4.71231
H -19.46372 0.89138 1.24031
C -15.68554 6.04159 7.33990
H -17.75918 5.38919 0.23339
C -21.05397 1.66233 -0.05977
H -15.68665 6.66025 8.23767
H -16.71826 5.72898 7.16407
O -20.53266 1.50014 -1.38912
H -22.56956 0.75139 1.16390
H -15.98502 1.65680 10.23932

Values from the calculation:
Energy relative to the best compared isomer or geometry (same formula, charge and spin) = 13.9 kcal/mol
HOMO = -0.37029 Eh
HOMO-LUMO gap = 10.3 eV
LUMO = 0.3 eV
F_max = 2.021 eV/Å
SMILES string = C[C@H]1COC(=O)O1.CO.CO.CO.CO.CO.CO
Energy = -29281.3434 eV

=====

Below is 11 unconnected molecules or ions with the total composition C12H46O11 at a distorted geometry, with properties calculated with ωB97M-V with the def2-TZVPD basis set.

CARTESIAN COORDINATES (ANGSTROEM)
H -4.50662 -0.55248 -3.29325
H 2.54430 -3.66316 2.86306
H -1.44945 -2.27051 2.70042
H -4.31909 2.47288 -0.08897
C -3.59765 3.11066 -0.59973
C -4.37597 -0.28263 1.49369
H -3.84688 4.12433 -2.26365
C -2.65155 -0.08444 -2.91713
H 3.88817 -3.82344 1.77796
H 2.17841 -1.27256 -2.87767
H 4.50579 3.26397 0.62328
H -2.99408 0.93803 -3.07625
O -4.34649 3.46135 -1.78151
H 1.38537 3.86921 -1.81049
H 5.25203 2.34585 -0.66560
H 1.74523 -1.70803 -4.50648
H 1.71277 3.31455 -0.13339
O 4.03875 -1.28383 1.18520
C -0.13267 -0.30105 -0.15221
C 2.94031 -1.80785 1.87280
H -0.27851 -0.99906 2.62086
O 0.11032 -3.91801 -1.02912
H -2.69771 2.52526 -0.78816
C -1.05721 -3.84698 -1.85431
H 1.35354 1.57808 -2.42846
H 5.61570 1.91711 1.01810
H -3.38182 4.01938 -0.03783
O 1.71309 1.82485 -1.57322
H 1.54833 2.36642 2.53617
H 2.71077 -1.16380 2.72169
H -4.85738 0.25717 0.67824
O 1.42224 0.25817 -4.04971
C 1.41996 -1.12314 -3.64613
O -3.44420 -1.18138 0.96331
H -0.15976 -4.15394 -0.13862
C 3.41091 -3.13073 2.47114
C 4.83725 2.26522 0.33917
H -3.96003 0.41975 2.21602
O 3.73889 1.35328 0.38482
H -1.20747 1.17625 0.66872
H 4.07694 -3.02329 3.32727
H 0.06360 3.61235 1.64564
C 1.22511 3.07725 -1.07890
H 0.14858 3.11164 -0.91152
H 3.85020 -0.34689 1.09469
H 0.41604 1.04459 2.68130
H -2.53808 -0.21507 -1.84095
H 0.63884 0.44858 -4.57089
H -2.61602 -0.74376 0.75306
H 0.08249 2.41002 3.69335
H 0.40500 -1.40680 -3.36778
H -0.81322 -3.39493 -2.81567
H -1.32633 -4.88284 -2.06088
H 0.97591 -2.31305 4.17598
O -3.64152 -0.90481 -3.51477
C 0.50141 2.13029 2.72673
H -1.91402 -3.33990 -1.41063
H -1.16757 -1.33594 4.12141
C -0.65630 -1.78783 3.27141
H 2.06398 -1.90211 1.23151
H 3.08404 1.52567 -0.29567
H -5.20545 -0.79777 1.97814
O -1.37989 0.29039 0.34143
O -0.36338 2.76789 1.80744
O 0.26037 -2.75485 3.71293
H 0.71030 0.32793 0.13394
H -0.07796 -0.47058 -1.22755
H -1.66420 -0.16917 -3.37107
H 0.05380 -1.25178 0.34723

Values from the calculation:
Energy relative to the best compared isomer or geometry (same formula, charge and spin) = 130.6 kcal/mol
HOMO (alpha / beta) = -0.43135 / -0.43107 Eh
HOMO-LUMO gap (alpha / beta) = 8.9 / 2.3 eV
LUMO (alpha / beta) = -2.8 / -9.5 eV
F_max = 3.805 eV/Å
⟨S²⟩ = 0.7542
Charge = +1
Spin multiplicity = 2
Energy = -35698.0350 eV

=====

Below is a molecular structure, C44H34F9N5O3P2PtS2Se at a distorted geometry, with properties calculated with ωB97M-V with the def2-TZVPD basis set.

CARTESIAN COORDINATES (ANGSTROEM)
C -0.94815 5.49267 -1.41989
C -1.08239 7.65554 0.31447
C -5.13367 -3.28809 0.32184
C -4.02671 -3.52535 1.12918
N 1.01652 -1.35556 2.02899
C 2.29651 1.45227 -2.42516
H 0.46940 -3.70565 0.74801
C 5.01928 2.37845 2.10867
H 0.94593 -3.97093 5.73838
H -0.32640 2.61705 -1.52496
C -1.67925 1.88693 1.97305
C -5.75980 -4.34169 -0.31843
O -4.23041 -1.15344 2.08961
H -4.98794 1.41549 2.47230
H -0.71812 1.50009 2.30207
H 0.68763 0.37148 -3.34532
C 2.94075 -2.35714 -2.96853
C 0.66483 -5.01690 3.90618
H 3.53032 -0.28013 0.64124
H 1.44733 0.82794 -5.64780
C -2.95299 3.45001 0.66753
C 3.47932 2.15252 -2.64370
H -6.62359 -4.15679 -0.94904
C 3.24500 -2.35469 -1.42698
C -4.07463 1.84346 2.07628
H -0.90332 4.66102 -2.11338
N -1.21151 -0.39242 -0.70048
P 1.55421 1.36606 -0.75839
C -1.65449 0.56942 -1.61579
H -0.35479 6.29898 1.81090
C 3.70912 0.74787 0.91570
H -2.80521 0.49111 3.16117
H -5.51330 -2.28006 0.21333
S -3.75568 -0.16718 -0.42441
H -5.08355 3.29107 0.85434
H -1.12897 8.49755 0.99357
F 5.11960 -2.38825 0.05507
C 4.76240 1.05921 1.76618
H 5.83570 2.61784 2.78063
C -0.58589 5.31893 -0.08431
C 4.78184 -2.14970 -1.21872
H -3.51347 1.45856 -2.27575
H 0.57902 -5.98668 4.38356
F 3.58809 -4.76138 -1.31830
C -3.56570 -4.82601 1.31014
F 2.96052 -3.74555 0.46877
H 4.43256 4.42782 1.84143
S -3.24559 -2.20533 1.97607
C 0.84635 -2.56083 2.55447
H 3.53020 2.11097 -6.03005
C 0.59849 -3.76250 1.81280
C 0.86376 -3.92098 4.66054
C 0.50439 2.86326 -0.86810
C -1.37749 6.72963 -1.88240
H -6.80189 -6.54843 -1.23920
H 4.85333 2.91267 -4.10130
H -5.70696 -7.63702 -0.52227
F 5.51148 -2.95367 -1.99831
C 3.92538 2.37820 -3.93848
N -5.90442 -6.69937 -0.81753
C -1.71318 2.95781 1.07161
C 2.90779 1.76718 0.38665
O 2.63985 -1.33219 -0.77792
C 3.18497 3.09346 0.72991
C -4.19146 -5.87814 0.67360
F 3.29156 -3.49368 -3.57863
H 4.06398 2.50751 -1.80230
C -2.22968 -0.88214 0.07449
P -0.09576 3.72691 0.67941
C -2.96326 0.79589 -1.62388
H -3.83292 -6.89359 0.81657
F 3.58401 -1.35783 -3.57473
C 0.98061 -2.64700 4.00160
F 5.12433 -0.88989 -1.48726
C -0.64670 6.41845 0.77270
H 0.39146 -5.85009 1.90988
O -2.64918 -2.74611 3.16587
Pt 0.71565 -0.76773 -0.44787
C 0.54163 -4.93492 2.47081
F 1.62582 -2.18512 -3.17396
H -1.66293 6.84663 -2.92064
F 1.56546 -4.01117 -1.17400
C -4.12550 2.89314 1.16939
C 2.00994 1.21578 -4.80733
C -1.45143 7.81120 -1.01447
H -2.72433 -4.99470 1.96399
N 1.23168 -1.52315 4.63380
H 2.59435 3.90403 0.32927
H 5.37717 0.26064 2.16496
C -2.84645 1.32650 2.47046
C 1.57403 0.96974 -3.51370
C 3.18376 1.92578 -5.02061
Se 1.33750 -0.26842 3.40432
H 1.15255 3.57053 -1.38732
H -1.79208 8.77348 -1.37573
C 2.85204 -3.75157 -0.85727
H -0.93942 1.02144 -2.28184
C -5.29703 -5.64999 -0.15334
N -2.02915 -1.76235 1.01780
H -3.01535 4.28659 -0.01841
C 4.23269 3.39472 1.58469

Values from the calculation:
Energy relative to the best compared isomer or geometry (same formula, charge and spin) = 31.0 kcal/mol
HOMO = -0.28178 Eh
HOMO-LUMO gap = 6.6 eV
LUMO = -1.0 eV
F_max = 1.166 eV/Å
Energy = -193071.9080 eV

=====

Below is a molecular structure, C30H46HgNO23S3 at a distorted geometry, with properties calculated with ωB97M-V with the def2-TZVPD basis set.

CARTESIAN COORDINATES (ANGSTROEM)
S -0.13746 14.87150 8.93495
O 0.77561 13.58354 19.18665
H 1.75237 9.17581 13.07544
H 6.20498 10.45572 16.62657
H -0.23764 10.51980 5.77093
H 6.35348 16.64812 10.19730
O 0.28381 13.80760 9.84869
H 2.84426 16.88438 14.56193
C 6.69353 19.06081 12.23765
H 5.93498 16.48842 15.24999
H 6.09751 19.54033 13.01413
C 0.20372 8.53479 5.03803
H 3.56818 8.03772 14.92626
C 0.84776 7.33459 5.29271
C 4.60733 8.24540 14.67104
H 2.62572 14.14987 12.91321
Hg 6.85686 13.09026 12.74207
H -0.64660 7.78504 13.43859
H 6.30930 18.74347 10.06625
H 6.15299 7.93981 9.21860
C 5.37876 8.42598 15.95599
C 5.32993 8.65054 9.14423
H 6.19329 9.32765 7.41311
C 1.65262 7.18917 6.42370
O 6.65454 11.06555 11.27727
C 5.85238 17.03060 11.08652
C 1.82811 14.13176 16.13914
O 0.84734 11.66774 7.80194
H 4.83416 16.65356 10.99077
O 4.64101 13.86900 12.70467
H 5.35196 8.59929 11.25115
C 5.81874 18.53678 11.01742
O 6.88949 15.64697 12.86522
H 2.19347 6.27328 6.61085
H 0.16550 9.96392 12.80754
O 3.31160 19.97963 16.14520
H 5.01494 7.37491 14.15703
C 5.40114 9.98933 16.05700
H 7.63394 19.51039 11.91888
O 0.19222 8.40811 10.37993
H 2.17556 14.72295 15.29187
C 3.33134 13.60987 12.28186
C 2.82064 12.16513 12.05391
O 2.67544 12.58471 17.69394
H 4.83956 10.27629 7.99769
C 1.90236 8.28726 7.25259
H -0.51251 8.69474 4.24568
C 1.85890 15.36486 7.26915
H 4.48107 8.05786 8.80323
O 0.53154 14.88263 7.35257
H 0.76268 14.07431 15.91628
H 1.81527 12.15122 12.47480
O 5.63534 20.31782 15.20548
O 4.02794 18.51458 14.21452
O -1.19464 6.77359 10.82045
H 2.35444 12.07235 15.57181
S 4.52348 19.42212 15.51545
O 5.85458 11.32587 13.93234
C 3.91119 17.06414 14.42976
C 5.05265 9.30977 10.48061
O 7.23353 17.88904 12.83513
O 0.70183 16.28544 9.15987
C 1.11812 9.21078 11.05505
C 5.42718 10.32293 14.57100
O 3.11021 14.39862 19.54372
N 1.44999 10.64116 7.91672
H 0.65160 6.43656 4.72574
C 0.80775 9.12687 12.53377
H 3.16348 14.17518 11.36516
C -0.41048 7.56546 11.22124
C 0.34414 9.62344 5.92736
C 0.13588 7.77890 12.67978
H 0.98472 10.23357 10.70262
H 4.53798 15.98441 16.15762
O -1.56226 15.15175 8.78125
O 1.95164 14.90808 17.33809
C 6.68294 16.74421 12.30453
O 6.50383 10.53772 9.19994
O 4.87468 9.34540 13.86626
C 1.17740 9.47615 7.03436
C 4.94364 16.80851 15.57076
H 2.49449 8.16973 8.14811
H 2.77983 11.91423 10.99397
H 4.03652 9.63855 10.69850
H 0.95568 7.15358 13.03335
C 5.75128 9.76581 8.30796
S 2.12031 13.85724 18.64243
H 2.17306 8.98197 10.90389
C 1.95138 16.31488 8.55738
H 3.67861 13.05311 15.99971
H 4.45942 10.31941 16.49554
O 5.03567 18.00889 16.29782
H 4.16042 16.51955 13.51904
H 4.79617 18.91404 11.00639
H 6.35862 7.97322 15.80440
H 2.13484 15.67782 6.26217
H 2.57428 14.61064 7.59701
O 2.34545 10.49776 8.70560
H 3.34457 11.34772 12.54933
C 6.08902 10.40630 10.39908
H 2.05837 17.36550 8.28748
H 5.02473 7.88357 16.83266
C 2.64601 12.84681 16.28125
H 2.69431 15.96810 9.27565

Values from the calculation:
Energy relative to the best compared isomer or geometry (same formula, charge and spin) = 100.0 kcal/mol
HOMO = -0.42950 Eh
HOMO-LUMO gap = 5.8 eV
LUMO = -5.9 eV
F_max = 3.875 eV/Å
Charge = +1
Energy = -117100.7443 eV